Arrangement A

{
  "formula": "H4O2",
  "method": "ωB97M-V/def2-TZVPD",
  "smiles": "O.O",
  "homo_lumo_gap_ev": 12.12,
  "symbols": ["O", "H", "O", "H", "H", "H"],
  "coordinates": [[1.8165, -0.1334, -0.3518], [2.1525, 0.6434, 0.1218], [-1.9543, -0.1752, -0.3068], [-2.1757, 0.7257, -0.0743], [1.3912, -0.6894, 0.3305], [-1.2301, -0.3711, 0.2806]],
  "nbo_charge": [-0.93, 0.47, -0.92, 0.46, 0.46, 0.46]
}

***

Arrangement B

{
  "formula": "H4O2",
  "method": "ωB97M-V/def2-TZVPD",
  "smiles": "O.O",
  "homo_lumo_gap_ev": 11.30,
  "symbols": ["H", "H", "H", "H", "O", "O"],
  "coordinates": [[-1.6075, 0.8840, 0.2585], [0.5291, -0.2765, -0.1671], [-1.8697, -0.6566, 0.4307], [1.6107, 0.8411, 0.0238], [1.4996, -0.0914, 0.0240], [-1.3324, -0.0076, -0.0922]],
  "nbo_charge": [0.48, 0.50, 0.49, 0.46, -0.97, -0.95]
}

***

Sorted by energy, starting with the most stable: arrangement B, arrangement A.

***

Arrangement A

{
  "formula": "H4O2",
  "method": "ωB97M-V/def2-TZVPD",
  "smiles": "O.O",
  "homo_lumo_gap_ev": 12.41,
  "symbols": ["O", "H", "H", "O", "H", "H"],
  "coordinates": [[-0.6918, 1.2449, 2.3894], [0.4190, -0.1001, -2.3335], [-0.6268, 0.3993, 1.9356], [0.8474, -0.9686, -2.3382], [-0.3228, 1.0351, 3.2639], [0.3750, -1.6105, -2.9171]],
  "nbo_charge": [-0.93, 0.48, 0.47, -0.96, 0.47, 0.48]
}

***

Arrangement B

{
  "formula": "H4O2",
  "method": "ωB97M-V/def2-TZVPD",
  "smiles": "O.O",
  "homo_lumo_gap_ev": 11.41,
  "symbols": ["O", "H", "H", "H", "H", "O"],
  "coordinates": [[0.5908, -0.7809, -0.5768], [0.2010, -1.1661, -1.3941], [-1.3837, 1.4281, 1.0688], [-0.2418, 0.4788, 0.6002], [1.3290, -1.3884, -0.3438], [-0.4953, 1.4285, 0.6457]],
  "nbo_charge": [-0.95, 0.48, 0.46, 0.49, 0.48, -0.96]
}

***

Arrangement C

{
  "formula": "H4O2",
  "method": "ωB97M-V/def2-TZVPD",
  "smiles": "O.O",
  "homo_lumo_gap_ev": 12.44,
  "symbols": ["O", "H", "H", "H", "H", "O"],
  "coordinates": [[-2.0259, -0.0821, -0.0752], [-1.9304, 0.8906, -0.1763], [2.4840, -0.5668, -0.0198], [-1.4486, -0.0977, 0.7836], [1.1160, -0.2780, -0.5294], [1.8049, 0.1341, 0.0171]],
  "nbo_charge": [-0.93, 0.46, 0.47, 0.47, 0.47, -0.94]
}

***

Arrangement D

{
  "formula": "H4O2",
  "method": "ωB97M-V/def2-TZVPD",
  "smiles": "O.O",
  "homo_lumo_gap_ev": 12.02,
  "symbols": ["H", "H", "O", "H", "O", "H"],
  "coordinates": [[-0.8609, -0.9457, 1.5164], [1.1566, -0.1858, -1.2736], [-1.6592, -0.7932, 0.9395], [-1.4404, 0.1319, 0.6582], [1.1339, 0.5807, -0.6881], [1.6700, 1.2121, -1.1524]],
  "nbo_charge": [0.47, 0.47, -0.94, 0.47, -0.94, 0.47]
}

***

Sorted by energy, starting with the most stable: arrangement B, arrangement D, arrangement A, arrangement C.

***

Arrangement A

{
  "formula": "H4O2",
  "method": "ωB97M-V/def2-TZVPD",
  "smiles": "O.O",
  "homo_lumo_gap_ev": 12.39,
  "symbols": ["H", "O", "H", "H", "H", "O"],
  "coordinates": [[-0.8619, -0.2853, -0.3322], [1.9065, 0.0494, -0.0926], [1.7333, 0.9612, 0.1573], [-2.2672, -0.4067, 0.3166], [1.1490, -0.5309, 0.0555], [-1.6598, 0.2123, -0.1046]],
  "nbo_charge": [0.46, -0.95, 0.48, 0.47, 0.46, -0.93]
}

***

Arrangement B

{
  "formula": "H4O2",
  "method": "ωB97M-V/def2-TZVPD",
  "smiles": "O.O",
  "homo_lumo_gap_ev": 11.98,
  "symbols": ["H", "H", "H", "O", "H", "O"],
  "coordinates": [[-2.2485, 0.4285, -0.4561], [1.9321, -0.7475, 0.3725], [1.7887, 0.6948, 0.0082], [1.5227, -0.2182, -0.2940], [-1.3073, 0.1566, 0.5749], [-1.6877, -0.3142, -0.2055]],
  "nbo_charge": [0.46, 0.46, 0.46, -0.92, 0.46, -0.91]
}

***

Sorted by energy, starting with the most stable: arrangement A, arrangement B.

***

Arrangement A

{
  "formula": "H4O2",
  "method": "ωB97M-V/def2-TZVPD",
  "smiles": "O.O",
  "homo_lumo_gap_ev": 11.95,
  "symbols": ["O", "H", "O", "H", "H", "H"],
  "coordinates": [[-1.5968, -0.3146, 1.0561], [1.7601, 1.1965, -0.8077], [1.5582, 0.2549, -0.9539], [-1.0103, -1.0700, 1.3405], [0.7948, 0.2210, -1.5674], [-1.2360, 0.1305, 0.2176]],
  "nbo_charge": [-0.96, 0.47, -0.94, 0.48, 0.47, 0.48]
}

***

Arrangement B

{
  "formula": "H4O2",
  "method": "ωB97M-V/def2-TZVPD",
  "smiles": "O.O",
  "homo_lumo_gap_ev": 12.21,
  "symbols": ["H", "H", "H", "O", "O", "H"],
  "coordinates": [[-1.4996, -1.2573, -0.4444], [2.4970, 1.0915, -0.7384], [1.4874, 0.8534, 0.3643], [2.1571, 1.4716, 0.0716], [-1.8469, -1.0312, 0.4184], [-2.7950, -1.1281, 0.3285]],
  "nbo_charge": [0.47, 0.46, 0.47, -0.93, -0.94, 0.47]
}

***

Arrangement C

{
  "formula": "H4O2",
  "method": "ωB97M-V/def2-TZVPD",
  "smiles": "O.O",
  "homo_lumo_gap_ev": 11.88,
  "symbols": ["O", "H", "H", "H", "H", "O"],
  "coordinates": [[0.8726, 0.7932, -0.6800], [0.9003, 0.0002, -1.2764], [1.3762, 0.3267, 0.1189], [-0.6020, 0.0717, 0.0403], [-1.6486, -0.4514, 1.2443], [-0.8985, -0.7405, 0.5530]],
  "nbo_charge": [-0.93, 0.48, 0.49, 0.49, 0.47, -1.00]
}

***

Sorted by energy, starting with the most stable: arrangement B, arrangement A, arrangement C.

***

Arrangement A

{
  "formula": "H4O2",
  "method": "ωB97M-V/def2-TZVPD",
  "smiles": "O.O",
  "homo_lumo_gap_ev": 11.83,
  "symbols": ["H", "H", "H", "O", "H", "O"],
  "coordinates": [[-1.0333, 0.6663, 0.1285], [1.1715, -0.4744, 0.7667], [0.8657, 0.7596, -0.1831], [-1.4832, -0.1606, -0.0712], [-0.6970, -0.6299, -0.4711], [1.1762, -0.1611, -0.1699]],
  "nbo_charge": [0.44, 0.49, 0.47, -0.94, 0.49, -0.94]
}

***

Arrangement B

{
  "formula": "H4O2",
  "method": "ωB97M-V/def2-TZVPD",
  "smiles": "O.O",
  "homo_lumo_gap_ev": 11.67,
  "symbols": ["H", "H", "H", "O", "O", "H"],
  "coordinates": [[1.1845, -0.5848, 1.9049], [-1.3351, 0.9803, -0.5998], [0.1789, 0.4841, -0.9074], [0.7769, -0.4951, 1.0214], [-0.7829, 0.5263, -1.2239], [0.0201, -1.1297, 1.2223]],
  "nbo_charge": [0.47, 0.47, 0.50, -0.94, -0.97, 0.47]
}

***

Sorted by energy, starting with the most stable: arrangement B, arrangement A.